The following is a DFT calculation (wB97M-V/def2-TZVPD) of a molecular structure, C3H6AuBF10NOP.

Largest force on an atom   0.00896 hartree/bohr
Kohn-Sham gap (alpha / beta)   0.338 / 0.296 hartree
LUMO (alpha / beta)   -7.1 / -8.6 eV
Relative energy (zero: lowest compared OMol25 entry of this formula, charge and spin)   0.0 kJ/mol
Net charge   +1
2S+1   2
HOMO energy (alpha / beta)   -16.3 / -16.7 eV

The geometry in XYZ format:
```
24
Properties=species:S:1:pos:R:3:forces:R:3:nbo_charge:R:1
Au 0.541239 -1.340219 -0.913629 0.1 -0.1 0.1 1.540
N 0.819574 0.505550 2.813136 0.0 0.0 0.0 -0.694
C 0.588948 0.124019 1.587741 0.0 -0.2 0.0 0.704
O 0.958518 -1.040697 1.222492 -0.1 0.1 0.0 -0.477
C -0.172682 0.975270 0.618359 0.1 0.2 -0.1 -0.595
C 0.331150 0.772698 -0.777136 0.1 -0.3 0.0 -0.179
H 1.294390 -0.114387 3.456694 0.0 0.0 0.0 0.447
H 0.546518 1.420770 3.136390 0.0 0.0 0.0 0.438
H -0.076922 2.050391 0.820143 0.0 -0.1 0.1 0.297
H -1.227718 0.713925 0.716147 -0.1 -0.1 -0.1 0.320
H 1.379076 0.998709 -0.943762 0.0 0.1 -0.1 0.268
H -0.358851 0.982334 -1.586244 0.0 0.1 0.0 0.272
F 4.465090 -1.099157 0.256805 0.0 0.0 -0.1 -0.485
B 3.899404 -0.083936 -0.356495 0.2 0.3 0.1 1.457
F 2.443610 -1.174638 -1.275289 -0.5 0.0 -0.1 -0.613
F 3.068155 0.700161 0.377992 -0.1 0.0 0.0 -0.549
F 4.345833 0.435465 -1.481415 0.1 -0.1 0.0 -0.487
F -1.354277 -1.594314 -0.640738 0.3 0.1 0.0 -0.648
P -3.549015 -0.579158 -1.170512 0.0 -0.1 0.3 2.704
F -3.210080 -1.229949 -2.550049 0.0 0.0 -0.1 -0.536
F -3.944493 -1.981294 -0.624556 -0.1 -0.1 0.0 -0.526
F -3.336241 -0.115701 0.337809 0.0 0.0 -0.1 -0.559
F -4.895314 0.069333 -1.459731 -0.2 0.1 -0.1 -0.522
F -2.555913 0.604831 -1.564144 0.1 0.1 0.0 -0.575
```
Forces are in eV/Å.